Record 1
This record from the Open Molecules 2025 dataset describes an isolated molecule of C4H4Br2N2O at a distorted geometry. The level of theory is ωB97M-V/def2-TZVPD.

```
! RIJCOSX wB97M-V def2-TZVPD def2/J DEFGRID3
* xyz 0 3
C -1.38 -1.32 -0.18
C -0.06 0.66 -0.04
C -0.09 -0.71 -0.77
C 1.22 1.00 0.74
N -1.94 -0.40 0.74
N -1.20 0.61 0.87
O -1.79 -2.46 -0.21
Br 1.41 -1.94 -0.52
Br -0.37 -0.36 -2.74
H -0.36 1.63 -0.57
H 1.38 0.29 1.55
H 1.00 2.06 1.03
H 2.19 0.94 0.10
*
```

Summary:
Gap between HOMO and LUMO (spin up / spin down)   7.799 / 7.583 eV

***

Record 2
This record from the Open Molecules 2025 dataset describes a structure of composition C4H4Br9Cl3 at a distorted geometry. The level of theory is ωB97M-V/def2-TZVPD.

```
! RIJCOSX wB97M-V def2-TZVPD def2/J DEFGRID3
* xyz 0 1
C 0.30 3.94 0.74
Br 0.05 4.67 -1.08
Br -1.32 3.96 1.83
Br 1.96 4.59 1.63
H 0.62 2.92 0.50
C 0.46 -1.90 -0.20
Br -0.27 -2.36 1.51
Br 0.31 0.14 -0.54
Br -0.55 -2.92 -1.59
H 1.50 -2.23 -0.17
C -3.83 -1.34 -2.46
Br -3.57 -0.55 -0.65
Br -4.64 -0.02 -3.78
Br -4.80 -3.09 -2.32
H -2.80 -1.61 -2.69
C 3.23 -0.81 1.83
Cl 3.98 -1.98 2.97
Cl 4.10 -1.00 0.30
Cl 3.04 0.87 2.47
H 2.24 -1.26 1.70
*
```

Summary:
Gap between HOMO and LUMO   9.455 eV

***

Record 3
This record from the Open Molecules 2025 dataset describes a structure of composition C4H4BrCl3O at a distorted geometry. The level of theory is ωB97M-V/def2-TZVPD.

```
! RIJCOSX wB97M-V def2-TZVPD def2/J DEFGRID3
* xyz 0 1
C -0.39 0.08 -0.58
C 1.81 0.14 -0.67
C -0.63 1.19 0.32
C -0.76 -1.26 -0.09
O 0.72 0.18 -1.45
Cl 2.50 -1.28 -0.16
Cl -2.62 -1.27 -0.25
Cl -0.33 -1.65 1.57
Br 2.49 1.65 0.23
H -1.74 1.04 0.63
H -0.44 2.17 -0.10
H -0.12 1.15 1.28
H -0.50 -2.13 -0.72
*
```

Summary:
Gap between HOMO and LUMO (spin up / spin down)   7.430 / 8.693 eV

***

Record 4
This record from the Open Molecules 2025 dataset describes a cluster of 2 separate species, C4H4BrClO2 in total at a distorted geometry. The level of theory is ωB97M-V/def2-TZVPD.

```
! RIJCOSX wB97M-V def2-TZVPD def2/J DEFGRID3
* xyz 0 1
O 2.74 1.69 2.14
C 2.21 1.28 1.14
O 2.33 0.15 0.56
Cl 1.12 2.37 0.14
H 2.92 -0.40 1.15
C -2.39 -0.20 -1.19
C -1.39 -1.00 -0.50
C -0.57 -1.52 0.22
Br 0.83 -2.61 0.70
H -2.35 -0.39 -2.33
H -2.02 0.86 -1.07
H -3.41 -0.22 -0.96
*
```

Summary:
Gap between HOMO and LUMO   9.866 eV
SMILES   O=C(O)Cl.CC#CBr

***

Record 5
This record from the Open Molecules 2025 dataset describes a cluster of 2 separate species, C4H4BrI in total at a distorted geometry. The level of theory is ωB97M-V/def2-TZVPD.

```
! RIJCOSX wB97M-V def2-TZVPD def2/J DEFGRID3
* xyz 0 1
C -0.56 -1.71 -0.21
C 0.09 -0.64 -0.03
C 1.15 0.43 0.61
C 0.32 0.66 -0.65
Br -0.93 -3.42 0.09
I -3.46 1.92 0.13
H 0.69 0.83 1.50
H 2.17 0.11 0.71
H 1.15 0.57 -1.38
H -0.62 1.25 -0.78
*
```

Summary:
Gap between HOMO and LUMO (spin up / spin down)   9.133 / 3.921 eV

***

Record 6
This record from the Open Molecules 2025 dataset describes a cluster of 2 separate species, C4H4BrN5O4 in total at a distorted geometry. The level of theory is ωB97M-V/def2-TZVPD.

```
! RIJCOSX wB97M-V def2-TZVPD def2/J DEFGRID3
* xyz 0 1
C -0.88 0.21 -0.04
C 0.26 -0.54 -0.05
C -3.25 -0.64 -0.05
C 2.31 0.26 0.01
N 0.03 -1.83 -0.09
N -1.25 -1.96 -0.10
N -1.82 -0.75 -0.07
N 2.23 0.86 1.35
N 2.15 1.11 -1.16
O 3.04 0.47 2.15
O 1.35 1.65 1.54
O 2.64 0.70 -2.18
O 1.51 2.13 -1.03
Br 3.57 -1.10 -0.18
H -1.04 1.27 0.01
H -3.56 0.34 -0.42
H -3.67 -1.43 -0.67
H -3.61 -0.76 0.98
*
```

Summary:
Gap between HOMO and LUMO (spin up / spin down)   8.878 / 8.879 eV

***

Record 7
This record from the Open Molecules 2025 dataset describes an isolated molecule of C4H4BrNOS at a distorted geometry. The level of theory is ωB97M-V/def2-TZVPD.

```
! RIJCOSX wB97M-V def2-TZVPD def2/J DEFGRID3
* xyz 0 1
N 1.72 0.07 0.04
C 0.37 -0.24 0.05
S -0.07 -1.98 -0.01
C -1.84 -1.60 0.02
C -2.21 -0.34 0.05
Br -3.96 0.24 -0.05
C -0.67 0.63 0.06
O -0.68 1.99 -0.10
H 2.10 1.08 0.02
H 2.32 -0.67 0.29
H -2.58 -2.45 -0.25
H -0.70 2.44 0.69
*
```

Summary:
Gap between HOMO and LUMO   8.692 eV
SMILES   Nc1scc(Br)c1O

***

Record 8
This record from the Open Molecules 2025 dataset describes an isolated molecule of C4H4BrNS at a distorted geometry. The level of theory is ωB97M-V/def2-TZVPD.

```
! RIJCOSX wB97M-V def2-TZVPD def2/J DEFGRID3
* xyz 0 1
C 1.62 0.66 0.33
C 0.34 0.00 0.21
S -0.05 -1.49 0.93
C -1.62 -1.51 0.19
N -1.94 -0.45 -0.49
C -1.00 0.50 -0.52
Br -1.13 1.96 -1.56
H 1.66 1.55 -0.44
H 2.06 0.94 1.27
H 2.41 0.16 -0.08
H -2.35 -2.32 0.16
*
```

Summary:
Gap between HOMO and LUMO   8.709 eV
SMILES   Cc1scnc1Br

***

Record 9
This record from the Open Molecules 2025 dataset describes a structure of composition C4H4Cl2CoO4V at a distorted geometry. The level of theory is ωB97M-V/def2-TZVPD.

```
! RIJCOSX wB97M-V def2-TZVPD def2/J DEFGRID3
* xyz 4 7
V -0.60 -1.15 -2.89
Co -0.14 1.62 1.28
Cl -0.63 -2.56 -1.25
Cl -0.86 1.75 -0.71
C 1.32 2.63 1.41
C 0.09 -1.99 -4.39
C 0.15 0.56 -3.09
O 2.39 3.06 1.35
O 0.54 -2.51 -5.33
O 0.62 1.50 -3.60
C -0.19 -0.75 2.86
O -0.91 0.43 2.55
H 0.41 -1.02 2.00
H -0.88 -1.55 3.13
H 0.46 -0.55 3.70
H -1.78 0.53 2.97
*
```

Summary:
Gap between HOMO and LUMO (spin up / spin down)   7.556 / 5.601 eV

***

Record 10
This record from the Open Molecules 2025 dataset describes a structure of composition C4H4Cl2FeO4Tl at a distorted geometry. The level of theory is ωB97M-V/def2-TZVPD.

```
! RIJCOSX wB97M-V def2-TZVPD def2/J DEFGRID3
* xyz 4 6
Tl -0.45 -0.40 -2.47
Fe -0.40 -0.06 0.46
Cl -0.84 -2.11 -0.31
Cl -0.71 2.03 -0.31
C 1.85 1.63 1.03
C 0.46 -2.74 -3.78
C 0.58 1.39 -4.43
O 2.06 2.52 1.71
O 0.92 -3.57 -4.40
O 1.10 1.92 -5.30
C -0.94 0.24 3.07
O -0.15 -0.69 2.29
H -1.40 0.98 2.35
H -0.24 0.74 3.77
H -1.73 -0.33 3.62
H -0.10 -1.56 2.70
*
```

Summary:
Gap between HOMO and LUMO (spin up / spin down)   3.420 / 6.164 eV

***

Record 11
This record from the Open Molecules 2025 dataset describes an isolated molecule of C4H4Cl2O at a distorted geometry. The level of theory is ωB97M-V/def2-TZVPD.

```
! RIJCOSX wB97M-V def2-TZVPD def2/J DEFGRID3
* xyz 0 1
C 1.16 -1.24 0.11
C 0.07 -0.81 0.76
C -0.88 0.05 -0.02
Cl -2.31 0.65 0.86
Cl -1.42 -0.41 -1.67
C -0.02 1.63 -0.41
O 1.16 1.66 -0.37
H 1.86 -1.99 0.67
H 1.51 -1.09 -0.91
H -0.33 -0.98 1.64
H -0.79 2.53 -0.67
*
```

Summary:
Gap between HOMO and LUMO   9.996 eV
SMILES   C=CC(Cl)(Cl)C=O

***

Record 12
This record from the Open Molecules 2025 dataset describes an isolated molecule of C4H4Cl2O4S at a distorted geometry. The level of theory is ωB97M-V/def2-TZVPD.

```
! RIJCOSX wB97M-V def2-TZVPD def2/J DEFGRID3
* xyz 0 1
C 0.54 0.39 1.25
C -0.30 -0.12 0.03
C -1.54 -0.71 0.43
C -0.27 0.95 -1.02
O 0.10 1.06 2.14
O 2.98 -0.33 -1.00
O 1.79 -0.02 1.22
O 0.68 -1.33 -0.55
S 2.27 -1.12 -0.04
Cl -2.49 -1.46 -0.95
Cl 0.72 2.33 -0.48
H -2.13 0.12 0.87
H -1.29 -1.56 1.23
H -1.19 1.44 -1.34
H 0.13 0.36 -1.78
*
```

Summary:
Gap between HOMO and LUMO   11.051 eV

***

Record 13
This record from the Open Molecules 2025 dataset describes an isolated molecule of C4H4Cl2OS at a distorted geometry. The level of theory is ωB97M-V/def2-TZVPD.

```
! RIJCOSX wB97M-V def2-TZVPD def2/J DEFGRID3
* xyz 0 1
C -0.21 0.02 -0.57
C 1.23 0.06 -0.20
C -1.27 0.52 0.44
C -1.25 -0.93 -0.05
O 3.45 1.21 0.49
S 2.01 1.36 0.68
Cl 2.31 -0.96 -0.90
Cl -0.76 -2.26 0.99
H -0.22 0.49 -1.56
H -1.00 0.89 1.40
H -2.20 0.92 0.01
H -2.07 -1.31 -0.72
*
```

Summary:
Gap between HOMO and LUMO (spin up / spin down)   8.218 / 8.220 eV

***

Record 14
This record from the Open Molecules 2025 dataset describes a cluster of 3 separate species, C4H4Cl3N2O2S in total at a distorted geometry. The level of theory is ωB97M-V/def2-TZVPD.

```
! RIJCOSX wB97M-V def2-TZVPD def2/J DEFGRID3
* xyz 1 1
C 0.16 -0.70 -1.82
C -1.63 -0.05 -0.58
C 0.86 -1.10 -0.68
C 0.23 -0.92 0.54
N -1.07 -0.22 -1.75
N -1.00 -0.38 0.58
O 0.67 1.51 2.09
O -1.17 0.32 3.06
S 0.16 0.87 3.26
Cl -3.18 0.59 -0.47
Cl 0.94 -1.51 1.97
Cl 1.53 1.81 -1.70
H 0.58 -0.80 -2.81
H 1.86 -1.51 -0.74
H 2.45 2.23 -2.48
H -1.40 -0.14 1.54
*
```

Summary:
Gap between HOMO and LUMO   9.094 eV

***

Record 15
This record from the Open Molecules 2025 dataset describes a structure of composition C4H4Cl4 at a distorted geometry. The level of theory is ωB97M-V/def2-TZVPD.

```
! RIJCOSX wB97M-V def2-TZVPD def2/J DEFGRID3
* xyz 0 1
C -0.43 0.61 0.01
C 0.62 -0.53 -0.08
C 2.05 -0.26 -0.10
C -1.86 0.38 0.04
Cl 0.14 -2.07 0.30
Cl -2.52 -0.64 1.34
Cl -2.66 -0.27 -1.52
Cl -2.67 1.93 0.09
H 0.04 1.60 0.14
H 2.35 0.68 -0.36
H 2.42 -0.47 0.90
H 2.52 -0.95 -0.77
*
```

Summary:
Gap between HOMO and LUMO   8.630 eV

***

Record 16
This record from the Open Molecules 2025 dataset describes an isolated molecule of C4H4ClF at a distorted geometry. The level of theory is ωB97M-V/def2-TZVPD.

```
! RIJCOSX wB97M-V def2-TZVPD def2/J DEFGRID3
* xyz 0 3
C -1.11 0.35 0.27
C -1.00 -0.79 0.93
C 0.12 0.65 -0.42
C 0.97 -0.63 -0.44
F 0.79 1.65 0.50
Cl 2.71 -0.58 -0.14
H -1.91 1.09 0.32
H -1.32 -1.61 1.50
H -0.06 1.26 -1.36
H 0.81 -1.39 -1.16
*
```

Summary:
Gap between HOMO and LUMO (spin up / spin down)   8.538 / 9.232 eV

***

Record 17
This record from the Open Molecules 2025 dataset describes a cluster of 2 separate species, C4H4ClF3 in total at a distorted geometry. The level of theory is ωB97M-V/def2-TZVPD.

```
! RIJCOSX wB97M-V def2-TZVPD def2/J DEFGRID3
* xyz 0 1
C 0.40 1.57 0.50
C -0.08 1.34 1.68
C 1.88 1.44 0.11
C -2.87 -1.27 1.05
F -0.48 2.10 -0.40
F -4.05 -1.97 1.09
F -1.86 -2.15 0.94
Cl -0.62 0.71 3.08
H 1.84 2.06 -0.71
H 2.43 1.74 0.90
H 2.11 0.38 -0.31
H -2.84 -0.48 0.22
*
```

Summary:
Gap between HOMO and LUMO (spin up / spin down)   8.061 / 9.147 eV

***

Record 18
This record from the Open Molecules 2025 dataset describes a structure of composition C4H4ClISi at a distorted geometry. The level of theory is ωB97M-V/def2-TZVPD.

```
! RIJCOSX wB97M-V def2-TZVPD def2/J DEFGRID3
* xyz 0 1
C 0.34 0.69 -1.29
C 1.28 -0.26 -1.50
C -0.31 0.69 -0.12
C 2.11 -1.14 -1.42
Si -0.70 -0.35 1.35
Cl -0.89 2.28 0.42
I 3.38 -2.52 -1.87
H 0.29 1.57 -1.81
H -0.21 0.71 2.86
H -0.50 -1.65 0.85
H -2.20 -0.33 1.57
*
```

Summary:
Gap between HOMO and LUMO   8.150 eV

***

Record 19
This record from the Open Molecules 2025 dataset describes an isolated molecule of C4H4ClNO at a distorted geometry. The level of theory is ωB97M-V/def2-TZVPD.

```
! RIJCOSX wB97M-V def2-TZVPD def2/J DEFGRID3
* xyz 0 1
Cl -0.26 -1.09 2.88
C -0.18 -0.49 1.31
C -0.31 0.81 1.07
O -0.02 1.32 -0.12
C 0.18 0.48 -1.28
C 0.36 -1.01 -0.86
N 0.11 -1.42 0.32
H -0.50 1.48 1.94
H 1.09 1.04 -1.69
H -0.75 0.49 -1.83
H 0.27 -1.61 -1.73
*
```

Summary:
Gap between HOMO and LUMO   8.583 eV
SMILES   ClC1=COCC=N1